1.
A molecular structure, H18O9Xe, computed with ωB97M-V with the def2-TZVPD basis set.

Each line ends with the Mulliken charge.
Cartesian coordinates (Å):
Xe1 -0.406 0.655 0.589  0.01
O1 -4.156 -0.669 -0.253  -0.70
O2 3.082 -1.775 0.136  -0.63
O3 3.363 2.815 -0.161  -0.65
O4 0.429 -0.160 -2.751  -0.68
O5 1.200 -2.671 -1.954  -0.68
O6 -2.574 0.248 -2.437  -0.68
O7 -1.146 2.255 4.285  -0.62
O8 2.715 0.610 -1.507  -0.76
O9 -2.519 -0.717 3.798  -0.61
H1 -1.609 -0.920 4.019  0.32
H2 -1.840 2.915 4.286  0.31
H3 -0.426 0.000 -2.353  0.36
H4 4.033 -1.777 0.245  0.31
H5 -4.612 0.171 -0.217  0.34
H6 0.666 -1.929 -2.236  0.43
H7 -1.564 1.468 3.938  0.31
H8 -2.830 -1.492 3.330  0.30
H9 1.030 0.405 -2.266  0.34
H10 -2.618 -0.386 -3.153  0.33
H11 3.011 2.129 -0.728  0.40
H12 1.948 -2.273 -1.508  0.29
H13 2.595 3.311 0.121  0.30
H14 2.740 -1.659 1.023  0.29
H15 -3.620 -0.685 0.541  0.29
H16 -3.047 -0.170 -1.717  0.38
H17 3.474 0.496 -2.079  0.31
H18 2.679 -0.197 -0.993  0.38

E_LUMO (eV): -0.13
HOMO (hartree): -0.3823
HOMO-LUMO gap (Eh): 0.3774

=====

2.
A molecular structure, H19NaO10, computed with ωB97M-V with the def2-TZVPD basis set.

Each line ends with the Mulliken charge.
Cartesian coordinates (Å):
Na1 -0.187 2.497 0.571  0.89
O1 0.539 -2.365 -0.686  -0.61
O2 -2.750 -1.616 -0.773  -0.65
O3 -1.895 1.420 -2.541  -0.67
O4 1.139 0.552 -1.956  -0.72
O5 -1.579 -0.660 2.534  -0.67
O6 2.350 -1.397 2.400  -0.62
O7 -0.820 0.331 -0.089  -1.16
O8 -3.303 1.771 0.519  -0.56
O9 1.982 1.345 1.245  -0.56
O10 3.334 -0.320 -0.558  -0.70
H1 3.920 -0.750 -1.183  0.30
H2 -1.803 0.943 -1.712  0.33
H3 0.008 -1.576 -0.520  0.25
H4 -2.494 -2.339 -0.194  0.32
H5 0.790 -2.300 -1.612  0.32
H6 0.001 0.169 0.383  0.20
H7 -2.810 2.583 0.651  0.25
H8 1.211 1.504 -1.861  0.27
H9 0.352 0.310 -1.407  0.36
H10 2.611 0.788 0.743  0.36
H11 -2.243 -1.335 2.371  0.31
H12 -1.654 0.780 -3.217  0.35
H13 2.501 1.681 1.983  0.28
H14 2.583 0.025 -1.076  0.44
H15 2.158 -0.744 3.078  0.30
H16 -1.263 -0.405 1.653  0.41
H17 -2.040 -0.959 -0.673  0.29
H18 2.004 -1.017 1.586  0.35
H19 -2.641 1.085 0.343  0.34

E_LUMO (eV): -1.55
HOMO (hartree): -0.3911
HOMO-LUMO gap (Eh): 0.3341

=====

3.
2 unconnected molecules or ions with the total composition H2, computed with ωB97M-V with the def2-TZVPD basis set.

Each line ends with the Mulliken charge.
Cartesian coordinates (Å):
H1 0.000 0.000 1.355  -0.50
H2 0.000 0.000 -1.355  -0.50

Multiplicity: 2
E_LUMO (alpha / beta) (eV): 10.00 / 5.02
HOMO (alpha / beta) (hartree): -0.0776 / -0.0261
HOMO-LUMO gap (alpha / beta) (Eh): 0.4451 / 0.2105
Expectation value of S²: 0.761
Charge: -1

=====

4.
A molecular structure, H20HfO11, computed with ωB97M-V with the def2-TZVPD basis set.

Each line ends with the Mulliken charge.
Cartesian coordinates (Å):
Hf1 3.684 14.684 -12.288  1.38
O1 2.418 10.787 -12.668  -0.70
O2 3.738 14.709 -14.195  -0.69
O3 7.785 13.531 -12.718  -0.62
O4 3.151 11.826 -14.997  -0.58
O5 3.580 14.398 -10.150  -0.51
O6 5.133 16.164 -11.916  -0.54
O7 5.665 11.923 -9.966  -0.68
O8 5.551 10.808 -13.621  -0.58
O9 4.284 9.943 -11.043  -0.67
O10 5.052 13.330 -12.249  0.12
O11 6.348 12.997 -15.113  -0.55
H1 5.804 11.508 -14.253  0.42
H2 5.990 16.143 -12.452  0.42
H3 4.958 17.103 -11.841  0.38
H4 5.100 10.394 -10.884  0.33
H5 6.835 13.504 -12.855  0.24
H6 2.780 14.220 -9.653  0.37
H7 5.083 12.397 -12.626  0.16
H8 5.855 13.200 -15.914  0.25
H9 4.200 14.477 -15.007  0.32
H10 3.729 10.262 -10.310  0.32
H11 7.149 12.699 -15.489  0.29
H12 7.921 13.646 -11.777  0.32
H13 2.395 11.694 -15.580  0.31
H14 4.947 12.180 -9.380  0.29
H15 2.879 11.458 -14.155  0.34
H16 5.620 12.479 -10.764  0.42
H17 3.213 10.389 -12.206  0.47
H18 6.031 10.966 -12.807  0.32
H19 1.706 10.141 -12.654  0.30
H20 4.220 14.729 -9.525  0.35

E_LUMO (eV): -9.74
HOMO (hartree): -0.6019
HOMO-LUMO gap (Eh): 0.2441
Charge: +2

=====

5.
A molecular structure, H20KrO10, computed with ωB97M-V with the def2-TZVPD basis set.

Each line ends with the Mulliken charge.
Cartesian coordinates (Å):
Kr1 0.261 0.061 0.632  0.01
O1 1.304 2.413 -1.557  -0.54
O2 -2.880 -0.260 2.123  -0.65
O3 1.631 -3.198 -0.173  -0.71
O4 -1.757 1.826 -1.592  -0.66
O5 3.909 2.511 0.242  -0.62
O6 -2.400 2.839 1.072  -0.68
O7 -1.071 -2.734 0.424  -0.50
O8 -2.593 -0.573 -0.848  -0.64
O9 1.662 -2.900 2.587  -0.64
O10 2.013 -0.678 -2.177  -0.57
H1 -1.563 -3.085 1.165  0.25
H2 1.316 -0.067 -2.412  0.30
H3 -3.253 3.168 0.788  0.32
H4 2.811 -0.150 -2.194  0.28
H5 -1.978 2.538 0.268  0.35
H6 -1.918 0.907 -1.379  0.42
H7 1.863 -2.852 -1.034  0.31
H8 1.592 -2.989 1.637  0.40
H9 -0.808 1.929 -1.509  0.30
H10 1.195 3.361 -1.474  0.25
H11 0.855 -2.700 0.085  0.27
H12 2.434 -2.350 2.720  0.29
H13 -2.290 -0.394 2.865  0.32
H14 3.355 2.145 0.931  0.31
H15 3.647 3.430 0.186  0.31
H16 2.206 2.301 -1.858  0.28
H17 -2.407 -0.651 0.088  0.35
H18 -1.546 -3.042 -0.348  0.27
H19 -2.866 -1.452 -1.112  0.25
H20 -2.726 0.646 1.855  0.35

E_LUMO (eV): -0.05
HOMO (hartree): -0.3968
HOMO-LUMO gap (Eh): 0.3950

=====

6.
11 unconnected molecules or ions with the total composition H20NO13, computed with ωB97M-V with the def2-TZVPD basis set.

Each line ends with the Mulliken charge.
Cartesian coordinates (Å):
O1 0.799 1.163 0.991  -0.78
O2 -0.241 -0.686 0.673  -0.72
O3 -0.206 -3.035 -1.181  -0.63
O4 0.505 -0.848 -3.042  -0.67
O5 -2.041 2.560 0.443  -0.67
O6 -2.664 -0.792 -0.803  -0.66
O7 -1.485 1.612 -2.934  -0.65
O8 2.470 -2.415 1.267  -0.66
O9 1.502 3.388 2.053  -0.70
O10 2.324 -1.044 -0.990  -0.67
O11 1.620 0.008 3.298  -0.64
O12 -0.293 0.885 -0.754  -1.00
O13 -2.161 0.152 2.392  -0.67
N1 0.264 0.376 0.227  1.13
H1 -2.302 -1.212 -1.620  0.33
H2 -0.838 2.353 -3.089  0.35
H3 1.692 -2.873 1.433  0.29
H4 3.095 -1.451 -1.413  0.30
H5 -0.207 -2.322 -0.501  0.25
H6 -2.724 2.692 -0.234  0.34
H7 1.625 -1.273 -1.614  0.33
H8 1.101 2.689 1.542  0.54
H9 2.257 -0.670 3.386  0.28
H10 -2.469 0.952 2.003  0.36
H11 -0.920 -3.544 -0.793  0.32
H12 1.083 3.320 2.910  0.28
H13 -1.937 -0.267 -0.449  0.34
H14 -1.410 -0.129 1.899  0.34
H15 -0.371 -1.210 -2.892  0.29
H16 0.512 0.073 -2.890  0.36
H17 1.564 0.126 2.320  0.42
H18 -1.400 1.996 0.049  0.36
H19 -1.094 1.297 -2.133  0.49
H20 2.349 -1.871 0.443  0.41

E_LUMO (eV): 2.79
HOMO (hartree): -0.2711
HOMO-LUMO gap (Eh): 0.3737
Charge: -1

=====

7.
10 unconnected molecules or ions with the total composition H20O10, computed with ωB97M-V with the def2-TZVPD basis set.

Each line ends with the Mulliken charge.
Cartesian coordinates (Å):
O1 -4.039 1.088 0.148  -0.60
O2 -1.168 0.006 0.348  -0.55
O3 2.932 2.981 -1.177  -0.67
O4 1.893 1.169 -1.780  -0.60
O5 3.268 -0.352 0.570  -0.55
O6 2.948 -2.211 -1.963  -0.54
O7 2.169 -1.446 3.341  -0.60
O8 -1.790 4.053 1.186  -0.58
O9 -5.376 -0.482 -1.202  -0.60
O10 -2.284 -3.885 -0.237  -0.61
H1 -1.658 3.856 2.160  0.31
H2 -4.732 -1.165 -1.349  0.32
H3 3.647 -2.888 -1.879  0.31
H4 3.077 3.440 -2.024  0.32
H5 -3.875 0.765 -0.716  0.30
H6 -2.426 4.680 1.273  0.28
H7 3.340 -0.396 -0.396  0.20
H8 3.956 -1.000 0.841  0.32
H9 -0.225 0.141 0.205  0.26
H10 -3.665 0.331 0.699  0.29
H11 2.126 3.340 -0.806  0.35
H12 3.493 -1.550 -1.622  0.23
H13 1.949 -1.437 4.299  0.31
H14 2.083 0.644 -1.072  0.24
H15 -6.252 -0.929 -1.262  0.28
H16 -2.228 -4.835 -0.297  0.31
H17 2.995 -1.845 3.188  0.29
H18 -1.219 0.010 1.265  0.30
H19 -1.648 -3.618 0.433  0.31
H20 2.712 1.536 -2.175  0.39

SMILES string: O.O.O.O.O.O.O.O.O.O
E_LUMO (eV): 0.07
HOMO (hartree): -0.3494
HOMO-LUMO gap (Eh): 0.3519

=====

8.
10 unconnected molecules or ions with the total composition H20O10, computed with ωB97M-V with the def2-TZVPD basis set.

Each line ends with the Mulliken charge.
Cartesian coordinates (Å):
O1 0.053 -0.484 -3.576  -0.59
O2 3.139 2.811 1.969  -0.57
O3 1.486 0.161 2.461  -0.54
O4 -3.813 -2.501 -2.309  -0.62
O5 3.752 1.173 -1.015  -0.59
O6 -2.255 2.482 1.955  -0.58
O7 -0.563 -1.655 2.262  -0.55
O8 -3.443 0.984 1.461  -0.58
O9 -0.980 0.082 -0.016  -0.56
O10 2.675 -3.182 -3.203  -0.64
H1 -3.407 -3.015 -3.056  0.32
H2 0.241 -1.162 -2.912  0.26
H3 2.800 3.251 1.186  0.30
H4 -0.141 -1.697 1.449  0.27
H5 -1.438 -1.793 1.881  0.31
H6 1.740 0.225 1.571  0.23
H7 -4.224 0.520 1.853  0.25
H8 -1.173 0.905 0.431  0.33
H9 0.218 0.321 -2.942  0.31
H10 3.097 1.211 -1.686  0.30
H11 -1.436 3.077 2.021  0.27
H12 -3.018 3.042 1.804  0.30
H13 -3.371 -2.770 -1.551  0.29
H14 2.276 -3.063 -2.252  0.30
H15 3.582 0.220 -0.804  0.29
H16 2.094 -2.593 -3.726  0.35
H17 4.005 3.091 2.106  0.28
H18 -2.842 0.718 2.114  0.33
H19 0.591 0.499 2.590  0.30
H20 0.000 0.055 -0.006  0.22

SMILES string: O.O.O.O.O.O.O.O.O.O
E_LUMO (eV): -0.73
HOMO (hartree): -0.4025
HOMO-LUMO gap (Eh): 0.3757

=====

The F_max results, record by record, are as follows: 0.91 0.68 0.33 5.50 1.01 5.25 4.91 6.37 eV Å⁻¹.
The ΔE to the lowest compared entry with this formula, charge and spin results, record by record, are as follows: 12.3 21.1 25.9 45.1 15.6 48.4 142.3 138.3 kcal per mole.